# C35H52As4GaNOS

A structure of composition C35H52As4GaNOS (ωB97M-V with the def2-TZVPD basis set, the Open Molecules 2025 dataset).

charge = +2
energy above the lowest of the compared OMol25 structures with the same formula, charge and spin = 10.5 kcal/mol
LUMO level = -0.2033 Eh
gap between HOMO and LUMO = 7.27 eV
HOMO = -12.80 eV
DFT total energy = -347229.9678 eV

Positions of all 95 atoms, in Å:
As  -2.3537  1.5265  -1.1129
As  2.0022  -0.7164  -1.7727
As  0.4636  2.2333  0.7427
As  -1.7259  5.2401  3.1983
Ga  -0.3405  0.2041  -1.7521
S  -0.6329  0.1224  -3.9424
O  -0.8419  -1.4596  -0.8651
N  -2.2981  -1.8508  0.7969
C  2.1900  -2.4652  -0.9799
C  -1.4090  -2.2811  -0.0871
C  -2.0209  -4.7611  0.3217
C  2.5646  -4.9768  0.1451
C  2.5037  -2.5817  0.3748
C  0.8901  -1.0084  -5.8405
C  1.2606  3.8698  1.4388
C  5.1051  1.9929  -2.2753
C  -1.9618  -3.5823  2.5778
C  -1.9225  -4.9252  1.8368
C  -3.8657  0.7516  -2.0407
C  1.9976  -1.6283  -6.3929
C  -2.3244  3.9897  1.7525
C  -2.9139  -2.5803  1.9339
C  2.0612  -3.6029  -1.7687
C  -0.9858  1.8505  2.0410
C  3.0841  -1.9676  -5.5926
C  4.8068  -0.5150  -1.0889
C  0.8443  -0.7253  -4.4757
C  2.2570  -4.8575  -1.2040
C  -3.1674  1.9514  0.6075
C  -0.7665  4.1699  4.5390
C  1.9240  -1.0771  -3.6670
C  2.6873  -3.8379  0.9355
C  6.2072  1.3338  -1.7431
C  -3.4131  5.3482  4.1852
C  -2.1549  3.2167  -2.0248
C  6.0596  0.0855  -1.1524
C  3.8540  1.4023  -2.2241
C  3.0429  -1.6866  -4.2408
C  3.7142  0.1503  -1.6323
C  -3.2394  2.0239  3.0623
C  1.6937  0.9861  1.6143
C  -2.3907  2.4534  1.8561
C  -1.0379  -3.7274  -0.2391
H  -0.9915  -5.4394  2.0863
H  0.2246  3.8835  4.1945
H  0.0482  -0.7320  -6.4675
H  -2.7399  -5.5634  2.1799
H  2.7204  -5.9580  0.5808
H  2.0152  -1.8404  -7.4558
H  -4.2281  2.4933  3.0258
H  -1.4022  3.8265  -1.5381
H  6.9196  -0.4302  -0.7432
H  -4.7531  1.3451  -1.8403
H  3.8898  -1.9417  -3.6181
H  1.5609  3.7100  2.4716
H  -1.0459  0.7577  2.0727
H  -0.8999  -3.8598  -1.3098
H  2.6344  -1.7040  0.9841
H  -4.2169  5.6592  3.5181
H  1.8191  -3.5180  -2.8189
H  -3.3053  6.1124  4.9542
H  -3.8326  -3.0682  1.6070
H  4.7004  -1.4872  -0.6326
H  -0.0446  -3.8466  0.2076
H  3.0016  1.9092  -2.6552
H  -1.8509  3.0199  -3.0491
H  -3.7715  1.0751  0.8409
H  7.1869  1.7950  -1.7912
H  2.6696  1.0463  1.1354
H  -3.3314  4.3727  1.5619
H  2.1820  -5.7415  -1.8261
H  -3.6594  0.7569  -3.1080
H  -3.6808  4.4082  4.6655
H  -3.8661  2.7232  0.2838
H  -2.2699  -3.7397  3.6105
H  -4.0333  -0.2727  -1.7234
H  -1.7339  4.2609  0.8753
H  2.9468  -3.9284  1.9844
H  1.7981  1.2437  2.6679
H  -0.6351  4.8484  5.3839
H  -3.1087  3.7379  -2.0259
H  2.1388  4.1116  0.8447
H  -3.3853  0.9376  3.0789
H  -1.8145  -5.7189  -0.1564
H  0.5669  4.7048  1.3817
H  -0.9637  -3.1317  2.6132
H  -0.6040  2.1678  3.0086
H  -2.7656  2.3149  3.9980
H  -3.0376  -4.4872  0.0275
H  -3.1959  -1.8175  2.6526
H  3.9589  -2.4417  -6.0226
H  -2.4944  -0.8715  0.7430
H  1.3163  -0.0302  1.5363
H  5.2232  2.9677  -2.7341
H  -1.3065  3.2930  4.8945

***

# C35H52AsOP3PbSe

A structure of composition C35H52AsOP3PbSe in a non-equilibrium geometry (ωB97M-V with the def2-TZVPD basis set, the Open Molecules 2025 dataset).

charge = +4
energy above the lowest of the compared OMol25 structures with the same formula, charge and spin = 31.4 kcal/mol
LUMO level (alpha / beta) = -0.5505 / -0.5504 Eh
gap between HOMO and LUMO (alpha / beta) = 2.36 / 2.20 eV
HOMO (alpha / beta) = -17.33 / -17.18 eV
DFT total energy = -198441.8665 eV

Positions of all 94 atoms, in Å:
Pb  -0.1213  -0.7094  0.1983
Se  0.2182  1.3041  -2.4439
As  -0.1525  -1.2029  4.1781
P  -2.6353  0.4480  -0.3837
P  2.6042  -0.2610  -0.4546
P  0.2938  2.0604  1.3226
O  -0.2083  -0.8998  2.4930
C  1.6513  -0.7540  4.7566
C  0.5069  0.8129  -5.2173
C  0.3079  -5.0983  5.7582
C  2.8775  -1.5390  -1.7424
C  -0.8182  -5.7640  5.2660
C  -0.7871  -5.3009  -8.2660
C  -3.9578  1.0372  5.9359
C  0.5607  -3.7704  5.3857
C  3.7083  -0.8248  0.8864
C  -0.2989  -1.0916  -3.9250
C  -1.6550  -5.1390  4.3322
C  4.2897  -0.2061  5.5291
C  0.4166  3.6935  0.4815
C  -1.6912  -0.2272  4.8776
C  -0.3121  -3.1305  4.4865
C  -1.5598  1.0044  5.5413
C  -1.3826  -3.8287  3.9142
C  1.9017  0.1830  5.7694
C  -2.6895  1.6144  6.1037
C  -0.3461  -1.8530  -5.0802
C  0.0231  -1.2998  -6.3100
C  2.7177  -1.4468  4.1554
C  -1.1156  2.4372  2.4346
C  -3.2598  -0.6775  -1.6892
C  0.4516  0.0338  -6.3709
C  -4.0950  -0.1332  5.1810
C  0.1371  0.2564  -3.9634
C  -3.8333  0.2003  0.9769
C  -2.9655  -0.7716  4.6516
C  3.2218  0.4765  6.1309
C  3.4624  1.2138  -1.1119
C  4.0336  -1.1618  4.5404
C  -0.6247  -4.0285  -8.6773
C  -3.0440  2.1014  -1.0480
C  1.7229  2.1751  2.4732
H  -0.2681  -2.1761  -0.9475
H  2.3095  -2.4430  -1.4887
H  1.0563  0.6518  6.2818
H  1.4080  -3.2209  5.8033
H  -3.0624  -1.6928  4.0778
H  -2.6715  2.8847  -0.3733
H  2.6597  2.2044  1.8988
H  -2.9164  -0.3373  -2.6735
H  -4.1457  -0.8535  1.0080
H  2.5320  -1.1780  -2.7176
H  1.3321  3.7335  -0.1205
H  0.4374  4.4924  1.2362
H  4.7419  -0.8311  0.5312
H  -0.4486  3.8359  -0.1779
H  -0.0295  -1.9113  -7.2096
H  -1.9618  2.8257  1.8553
H  0.9870  -5.6027  6.4504
H  4.5459  1.0418  -1.1023
H  -2.5771  2.5388  6.6773
H  -0.7929  3.2023  3.1539
H  5.3223  0.0054  5.8258
H  2.5102  -2.2124  3.4053
H  0.8312  1.8530  -5.2350
H  3.9473  -1.7819  -1.7878
H  -1.4244  1.5393  2.9857
H  -1.0434  -6.7787  5.5965
H  3.2257  2.0896  -0.4904
H  3.4277  -1.8351  1.2194
H  0.3702  -3.6237  -8.8996
H  -3.3627  0.4429  1.9376
H  -4.3571  -0.6889  -1.6573
H  -2.0124  -3.3371  3.1645
H  1.6303  3.1007  3.0553
H  3.4230  1.2382  6.8914
H  -4.7094  0.8384  0.8290
H  -4.8393  1.5051  6.3850
H  -1.7843  -5.7254  -8.0968
H  1.7422  1.3156  3.1572
H  0.7452  0.4679  -7.3257
H  -1.4861  -3.3734  -8.8568
H  -5.0831  -0.5743  5.0052
H  -2.5538  2.2261  -2.0253
H  3.1109  1.4151  -2.1343
H  -0.6732  -2.8912  -5.0143
H  -2.5278  -5.6550  3.9308
H  3.6213  -0.1489  1.7463
H  -0.5792  1.4823  5.6054
H  -0.5826  -1.5343  -2.9664
H  -2.8774  -1.6930  -1.5181
H  0.0701  -5.9697  -8.1212
H  -4.1326  2.1956  -1.1497
H  4.8527  -1.7023  4.0528

***

- Look up the charge of the first one.
  +2